{"formula": "C30H43NO21P", "method": "ωB97M-V/def2-TZVPD", "energy_ev": -85574.7434, "gap_ev": 6.09, "charge": 1, "lumo_energy_ev": -5.45, "species": ["O", "P", "C", "C", "C", "C", "O", "O", "C", "C", "N", "H", "H", "H", "H", "H", "H", "H", "C", "C", "C", "O", "C", "O", "O", "H", "H", "H", "H", "H", "H", "C", "C", "C", "O", "C", "O", "O", "H", "H", "H", "H", "H", "H", "C", "C", "C", "O", "C", "O", "O", "H", "H", "H", "H", "H", "H", "C", "C", "C", "O", "C", "O", "O", "H", "H", "H", "H", "H", "H", "C", "C", "C", "O", "C", "O", "O", "H", "H", "H", "H", "H", "H", "C", "C", "C", "O", "C", "O", "O", "H", "H", "H", "H", "H", "H"], "coordinates": [[4.24922, -3.65972, -4.15517], [4.73876, -2.46059, -4.98546], [3.55999, -0.95659, -4.77308], [2.04470, -1.28564, -4.77290], [1.07251, -0.05570, -4.62946], [-0.50510, -0.40230, -4.59144], [-0.91957, -0.83005, -3.47955], [-1.38235, -0.25343, -5.69109], [1.65819, 1.37876, -4.50187], [3.20696, 1.50972, -4.51376], [4.11185, 0.37326, -4.63049], [6.08930, -2.05105, -4.70842], [4.64186, -2.80986, -6.38200], [1.63463, -2.35913, -4.86135], [-0.99099, -0.66167, -6.49785], [0.95765, 2.26794, -4.38191], [3.65640, 2.55754, -4.42543], [5.13592, 0.50935, -4.61218], [3.96120, -6.75359, -2.11449], [3.76708, -6.11996, -0.75498], [4.73692, -5.01550, -0.45478], [4.78207, -5.03303, 0.96690], [4.49119, -6.31325, 1.34768], [4.61651, -6.73118, 2.46116], [4.04483, -7.04766, 0.28991], [3.35541, -7.65885, -2.20504], [3.68130, -6.06108, -2.91195], [5.00111, -7.05721, -2.26496], [2.72886, -5.78818, -0.64047], [4.39503, -4.04529, -0.82031], [5.74663, -5.20625, -0.83458], [-2.40043, -0.82884, -0.89278], [-2.79889, 0.34860, -0.03200], [-1.64476, 1.01958, 0.65098], [-2.26795, 1.59955, 1.79262], [-3.35310, 0.82236, 2.07784], [-4.00342, 0.91196, 3.08058], [-3.59445, -0.06811, 1.07543], [-3.28513, -1.38386, -1.21623], [-1.84997, -0.49698, -1.77477], [-1.77593, -1.53333, -0.33552], [-3.39015, 1.06019, -0.61970], [-1.17957, 1.78507, 0.03309], [-0.87504, 0.32077, 0.99576], [-5.21874, 3.18608, 4.02969], [-5.49163, 4.47086, 4.78120], [-6.77667, 4.46440, 5.55433], [-7.09735, 5.85053, 5.61649], [-6.53480, 6.42712, 4.51502], [-6.75437, 7.54750, 4.15113], [-5.69496, 5.55915, 3.88302], [-4.37408, 3.31423, 3.34984], [-4.99519, 2.36932, 4.71766], [-6.07556, 2.89828, 3.41354], [-4.63676, 4.71962, 5.42051], [-6.66189, 4.04751, 6.55617], [-7.59242, 3.94486, 5.04213], [4.68405, 2.56509, -0.12523], [3.24595, 2.94777, -0.40088], [2.36461, 2.92300, 0.81234], [1.07910, 2.68830, 0.24374], [1.28698, 2.00710, -0.91667], [0.41732, 1.48745, -1.56344], [2.60968, 1.98878, -1.24485], [5.22899, 2.42531, -1.06274], [5.18808, 3.33485, 0.46332], [4.74445, 1.61674, 0.41591], [3.20708, 3.91826, -0.90866], [2.38009, 3.86515, 1.36220], [2.59172, 2.10300, 1.50092], [9.32048, -2.30626, 0.05948], [7.98789, -2.10407, -0.62760], [7.90474, -2.72327, -1.99121], [6.91757, -1.91270, -2.62505], [6.97791, -0.68991, -2.02621], [6.41080, 0.29041, -2.43546], [7.75996, -0.72397, -0.91802], [9.38424, -1.68725, 0.95776], [9.46071, -3.35201, 0.34189], [10.14920, -2.00535, -0.58757], [7.17525, -2.44735, 0.02258], [7.59005, -3.76756, -1.96032], [8.83391, -2.64679, -2.56462], [-10.52374, 0.66804, 1.92082], [-10.69848, 1.32199, 3.27412], [-9.70264, 2.40705, 3.56040], [-9.65442, 2.40292, 4.98322], [-9.97293, 1.13422, 5.37654], [-9.85414, 0.72401, 6.49455], [-10.43878, 0.39939, 4.32794], [-11.15126, -0.22356, 1.84402], [-10.79026, 1.35669, 1.11563], [-9.49174, 0.33841, 1.77088], [-11.72841, 1.67878, 3.38784], [-10.02310, 3.38091, 3.18595], [-8.69855, 2.19010, 3.18057]]}

{"formula": "C30H43Si3", "method": "ωB97M-V/def2-TZVPD", "energy_ev": -55436.2716, "gap_ev": 6.17, "charge": 1, "de_lowest_ev": 0.000, "lumo_energy_ev": -5.42, "species": ["C", "Si", "C", "H", "C", "Si", "C", "C", "C", "Si", "C", "C", "C", "H", "H", "H", "H", "H", "H", "H", "H", "H", "H", "H", "H", "H", "H", "H", "H", "H", "H", "H", "H", "H", "H", "H", "H", "H", "C", "C", "C", "C", "C", "C", "C", "C", "C", "C", "C", "C", "C", "C", "C", "C", "C", "C", "C", "C", "C", "H", "H", "H", "H", "H", "H", "H", "H", "H", "H", "H", "H", "H", "H", "H", "H", "H"], "coordinates": [[-0.19013, -9.22888, 9.52574], [0.37194, -7.57051, 10.24095], [2.21957, -7.88351, 10.42823], [0.08433, -6.27282, 9.30049], [-0.38674, -7.47023, 11.99679], [-2.29352, -7.52540, 11.96233], [-2.94401, -6.20087, 10.78575], [-2.93570, -9.20610, 11.39678], [-3.10172, -7.28154, 13.64775], [0.31246, -5.95515, 12.91454], [0.04044, -4.39512, 11.88574], [-0.43255, -5.68171, 14.62325], [2.15707, -6.15803, 13.24690], [-0.35414, -9.98717, 10.30561], [-1.11403, -9.17139, 8.94262], [0.59159, -9.64533, 8.87544], [2.47379, -8.39140, 11.36979], [2.56641, -8.55111, 9.62597], [2.81538, -6.96661, 10.38098], [-0.07511, -8.35518, 12.58650], [-3.99429, -6.41959, 10.53140], [-2.92265, -5.19705, 11.23611], [-2.38490, -6.15920, 9.84070], [-3.95849, -9.34526, 11.78529], [-2.97983, -9.30869, 10.30349], [-2.32443, -10.03170, 11.79021], [-4.11661, -7.71369, 13.61413], [-2.55760, -7.79945, 14.45090], [-3.20766, -6.22539, 13.93256], [0.70041, -3.59480, 12.25846], [0.27309, -4.53019, 10.82044], [-0.99286, -4.02405, 11.95815], [0.27833, -5.08465, 15.21976], [-1.38279, -5.13004, 14.60123], [-0.59631, -6.62473, 15.16474], [2.43408, -5.52480, 14.10583], [2.41377, -7.19472, 13.51050], [2.78638, -5.85998, 12.39680], [4.43615, -1.98655, 2.78711], [3.32617, -1.15453, 2.99766], [2.28295, -1.57172, 3.82947], [2.29411, -2.87496, 4.39500], [1.26571, -3.36424, 5.32156], [0.63124, -2.50194, 6.23790], [-0.42293, -2.78281, 7.09055], [-1.09286, -1.76189, 7.86172], [-2.25998, -2.10206, 8.61534], [-2.92562, -1.14126, 9.36941], [-2.46902, 0.19046, 9.38586], [-1.36157, 0.55462, 8.59849], [-0.69137, -0.40056, 7.85396], [0.87797, -4.78418, 5.27442], [0.56100, -5.50163, 6.44938], [0.11282, -6.81438, 6.38237], [-0.00830, -7.44450, 5.13644], [0.32620, -6.76528, 3.96183], [0.78561, -5.45571, 4.02242], [3.40902, -3.70873, 4.13096], [4.48721, -3.26071, 3.36852], [5.27154, -1.64950, 2.16779], [3.28024, -0.17474, 2.51410], [1.43166, -0.91086, 4.02116], [0.95116, -1.46303, 6.15060], [-0.87122, -3.75986, 7.10576], [-2.63534, -3.12751, 8.56622], [-3.78941, -1.42919, 9.98101], [-2.95400, 0.93105, 10.02702], [-1.00787, 1.58875, 8.60141], [0.15325, -0.10144, 7.22587], [0.68920, -4.99608, 7.41477], [-0.14896, -7.33270, 7.30088], [-0.36379, -8.46506, 5.08984], [0.23575, -7.23820, 2.98396], [1.06098, -4.90348, 3.11193], [3.42944, -4.70294, 4.57751], [5.34416, -3.91854, 3.23392]]}

Question: Number 2 is which compound?
Answer: C30H43Si3